(1)
{
  "formula": "C53H42AuBrN7O2S3",
  "method": "wB97M-V/def2-TZVPD",
  "energy_ev": -176393.820,
  "molar_mass_g_mol": 1182.04,
  "e_above_lowest_ev": 1.300,
  "charge": 1,
  "symbols": ["Au", "N", "S", "N", "S", "N", "S", "N", "C", "C", "C", "C", "C", "C", "C", "C", "C", "C", "C", "C", "C", "C", "C", "C", "C", "C", "C", "C", "C", "C", "C", "C", "C", "C", "C", "C", "C", "C", "C", "C", "C", "C", "C", "C", "H", "H", "H", "H", "H", "H", "H", "H", "H", "H", "H", "H", "H", "H", "H", "H", "H", "H", "H", "H", "H", "H", "H", "H", "H", "H", "H", "H", "H", "H", "Br", "C", "C", "C", "C", "C", "C", "N", "N", "C", "C", "C", "C", "O", "C", "N", "C", "C", "C", "C", "H", "H", "H", "H", "H", "H", "H", "H", "H", "C", "C", "O", "H", "H", "H"],
  "coordinates": [[-1.38271, -0.84429, 1.67622], [0.62960, -0.60536, 2.05267], [1.83904, -0.20210, 1.34003], [2.23012, 1.39057, 1.26295], [1.83246, 2.44535, 0.20486], [0.50225, 2.50134, -0.56055], [-0.97461, 2.12761, 0.09660], [-1.28098, 0.70913, 0.14143], [-2.01191, 3.05381, -1.01061], [-1.54565, 3.75783, -2.10500], [-2.46124, 4.40335, -2.92428], [-3.81557, 4.34662, -2.63686], [-4.27047, 3.63417, -1.53485], [-3.36917, 2.97447, -0.71925], [-1.01130, 3.09960, 1.60481], [-0.59700, 2.47766, 2.77249], [-0.57183, 3.20596, 3.95269], [-0.94759, 4.53862, 3.95771], [-1.35895, 5.15076, 2.78246], [-1.39361, 4.43328, 1.59730], [2.11763, 3.97861, 1.05538], [2.66216, 4.01364, 2.32606], [2.85755, 5.24890, 2.92621], [2.51240, 6.41224, 2.25860], [1.96948, 6.35833, 0.98150], [1.76571, 5.13484, 0.36972], [3.03802, 2.41860, -1.10455], [2.65194, 2.40968, -2.43241], [3.63849, 2.40756, -3.40921], [4.97576, 2.41798, -3.04975], [5.34558, 2.42253, -1.71054], [4.37402, 2.42466, -0.72700], [3.25958, -0.77285, 2.24505], [3.13664, -2.04757, 2.78374], [4.16054, -2.54621, 3.57058], [5.28312, -1.77063, 3.82364], [5.39228, -0.49980, 3.27972], [4.37856, 0.00644, 2.48293], [2.12718, -0.75791, -0.33270], [3.42232, -0.95534, -0.78924], [3.62684, -1.22727, -2.13119], [2.54730, -1.29714, -3.00215], [1.25865, -1.11454, -2.52878], [1.03791, -0.84292, -1.18498], [-0.48612, 3.80111, -2.31589], [-2.11298, 4.95230, -3.78841], [-4.52241, 4.85364, -3.27740], [-5.32642, 3.58815, -1.31510], [-3.71029, 2.39174, 0.12481], [-0.29776, 1.43989, 2.77599], [-0.26946, 2.71767, 4.86810], [-0.92534, 5.10294, 4.87955], [-1.66524, 6.18817, 2.78772], [-1.71772, 4.91349, 0.68382], [2.90892, 3.09507, 2.83550], [3.27968, 5.29824, 3.91948], [2.66489, 7.36917, 2.73532], [1.70465, 7.26903, 0.46361], [1.33858, 5.07546, -0.62091], [1.60447, 2.38707, -2.69026], [3.35633, 2.40458, -4.45160], [5.73774, 2.42470, -3.81558], [6.39040, 2.43264, -1.43489], [4.64928, 2.44058, 0.31777], [2.24327, -2.62537, 2.60234], [4.07433, -3.53433, 4.00000], [6.07220, -2.15607, 4.45174], [6.26456, 0.10466, 3.48403], [4.45175, 0.99539, 2.05921], [4.26548, -0.91074, -0.11323], [4.63111, -1.38845, -2.49530], [2.71310, -1.50648, -4.04991], [0.41492, -1.18236, -3.20114], [0.03517, -0.69889, -0.81097], [-1.28723, -4.73480, -6.34273], [-2.47796, -5.23103, -4.95704], [-2.68508, -6.57125, -4.67746], [-3.54621, -6.91758, -3.65182], [-4.18281, -5.93981, -2.88801], [-3.98165, -4.59618, -3.20561], [-3.13227, -4.24303, -4.23313], [-5.01920, -6.43610, -1.85015], [-5.52437, -5.68928, -0.99089], [-4.84179, -4.65654, -0.34871], [-5.64329, -3.73910, 0.29675], [-5.13324, -2.58647, 0.89180], [-3.77774, -2.29455, 0.85815], [-3.35870, -1.20215, 1.44530], [-2.90794, -3.25170, 0.20688], [-1.58466, -2.97249, 0.15378], [-0.75015, -3.87566, -0.28796], [-1.15459, -5.16544, -0.66130], [-2.48931, -5.45196, -0.66225], [-3.43019, -4.46481, -0.29386], [-2.18696, -7.33310, -5.25933], [-3.72685, -7.95490, -3.41031], [-4.49868, -3.82251, -2.65655], [-2.97374, -3.20145, -4.47573], [-6.70746, -3.93052, 0.29731], [-5.78903, -1.88607, 1.38893], [0.29384, -3.58774, -0.33523], [-0.42407, -5.90647, -0.95040], [-2.82795, -6.44486, -0.91965], [-1.69819, -3.35046, 3.37759], [-1.41901, -1.88309, 3.42698], [-1.20277, -1.23105, 4.38915], [-1.77858, -3.72856, 4.39518], [-0.88359, -3.84324, 2.84664], [-2.61621, -3.53922, 2.82391]],
  "lowdin_charge": [1.1242, -0.3577, 0.7924, -0.3591, 0.8826, -0.3598, 0.7678, -0.3557, -0.3293, -0.0663, -0.0607, -0.0585, -0.0512, -0.0617, -0.3065, -0.0786, -0.0496, -0.0585, -0.0560, -0.0619, -0.3049, -0.0530, -0.0494, -0.0512, -0.0508, -0.0579, -0.2975, -0.0519, -0.0505, -0.0523, -0.0498, -0.0609, -0.3156, -0.0545, -0.0506, -0.0554, -0.0570, -0.0727, -0.3058, -0.0624, -0.0592, -0.0591, -0.0494, -0.0905, 0.0916, 0.1113, 0.1120, 0.1142, 0.1232, 0.0579, 0.1177, 0.1124, 0.1139, 0.1164, 0.1078, 0.1155, 0.1142, 0.1156, 0.1156, 0.1039, 0.1158, 0.1144, 0.1154, 0.1066, 0.1089, 0.1145, 0.1128, 0.1123, 0.0842, 0.1136, 0.1140, 0.1133, 0.1167, 0.0496, 0.7288, -0.6954, -0.1193, -0.0234, -0.2909, -0.0268, -0.1179, 0.0595, 0.0750, -0.2559, -0.0048, -0.0008, -0.3537, -0.2094, -0.1698, 0.0712, -0.1360, -0.0255, -0.0007, -0.1069, 0.1033, 0.1170, 0.1196, 0.1013, 0.1189, 0.1180, 0.1031, 0.1103, 0.1165, -0.0251, -0.4765, 0.0752, 0.0946, 0.0835, 0.0743]
}



(2)
{
  "formula": "C53H42Cl2GeN4O3PTc",
  "method": "wB97M-V/def2-TZVPD",
  "energy_ev": -160795.131,
  "multiplicity": 2,
  "molar_mass_g_mol": 1055.43,
  "e_above_lowest_ev": 0.000,
  "charge": -1,
  "symbols": ["Tc", "C", "C", "C", "C", "C", "C", "P", "C", "C", "C", "C", "C", "C", "C", "C", "C", "C", "C", "C", "C", "C", "C", "C", "H", "H", "H", "H", "H", "H", "H", "H", "H", "H", "H", "H", "H", "H", "H", "H", "Cl", "C", "C", "C", "Cl", "C", "O", "C", "C", "O", "C", "H", "H", "H", "C", "N", "C", "C", "O", "H", "H", "H", "H", "H", "H", "H", "C", "Ge", "C", "C", "C", "C", "C", "C", "C", "C", "C", "C", "C", "C", "C", "C", "C", "C", "C", "C", "H", "H", "H", "H", "H", "H", "H", "H", "H", "H", "H", "H", "H", "H", "H", "H", "N", "C", "N", "C", "N"],
  "coordinates": [[-1.27100, -0.24821, 0.52645], [-6.04114, 4.15105, -0.14530], [-5.04171, 4.65138, -0.96283], [-3.80195, 4.03887, -1.00489], [-3.55181, 2.91519, -0.22253], [-4.56935, 2.40082, 0.57453], [-5.80710, 3.01448, 0.61232], [-1.91606, 2.10368, -0.10466], [-1.08016, 2.85350, -1.54739], [-0.09876, 3.83410, -1.46524], [0.57067, 4.24281, -2.60597], [0.25670, 3.69446, -3.83863], [-0.75032, 2.74773, -3.93137], [-1.41126, 2.32535, -2.79326], [-1.22361, 2.98848, 1.32829], [-1.50654, 4.31236, 1.57294], [-0.90292, 4.98277, 2.64141], [-0.00097, 4.32611, 3.43031], [0.28691, 2.96114, 3.22276], [1.20947, 2.29302, 4.05338], [1.45633, 0.96387, 3.84772], [0.77738, 0.26248, 2.84354], [-0.14451, 0.83832, 1.98367], [-0.35936, 2.24445, 2.17234], [-7.00165, 4.64391, -0.10624], [-5.22110, 5.53310, -1.56206], [-3.02240, 4.43347, -1.64289], [-4.37422, 1.51171, 1.15906], [-6.58525, 2.60955, 1.24090], [0.16178, 4.24890, -0.50242], [1.35901, 4.98108, -2.52940], [0.79461, 4.00388, -4.72423], [-1.01577, 2.31832, -4.88510], [-2.17745, 1.56387, -2.86958], [-2.20397, 4.84555, 0.94102], [-1.14737, 6.01880, 2.82879], [0.50098, 4.84164, 4.24010], [1.70546, 2.84364, 4.84405], [2.16264, 0.43373, 4.47703], [0.98084, -0.79863, 2.75305], [-1.70707, -2.02288, -6.66842], [-1.93305, -1.69316, -4.97679], [-3.21547, -1.83738, -4.43354], [-3.39024, -1.58582, -3.09224], [-4.96641, -1.75571, -2.39831], [-2.33418, -1.18971, -2.22362], [-2.55520, -1.00193, -0.99125], [-1.03526, -0.99603, -2.84469], [0.05713, -0.50211, -2.11282], [0.08721, -0.20456, -0.88245], [-0.87320, -1.28379, -4.22094], [-4.04913, -2.13118, -5.05087], [0.99305, -0.36035, -2.67338], [0.10825, -1.17014, -4.65616], [3.27369, 3.35423, 1.52433], [3.57120, 2.91837, 0.18074], [4.89104, 3.20575, -0.31247], [2.61538, 2.29667, -0.54066], [1.50114, 2.06777, -0.14498], [3.97302, 2.91073, 2.23563], [2.26596, 3.02198, 1.76145], [3.32753, 4.44348, 1.60344], [5.00494, 4.27337, -0.53875], [5.09230, 2.62755, -1.21367], [5.63418, 2.93963, 0.44548], [2.95831, 2.03829, -1.56155], [-0.59417, -1.99074, 1.29590], [0.80352, -3.16739, 0.65416], [2.01229, -3.62476, 2.19230], [1.51662, -4.03678, 3.42384], [2.35653, -4.22357, 4.50868], [3.71635, -3.99107, 4.38252], [4.22817, -3.58764, 3.16149], [3.38194, -3.41466, 2.08154], [0.14677, -4.84984, -0.20913], [0.43986, -6.11994, 0.26849], [-0.05243, -7.24883, -0.36479], [-0.84420, -7.12008, -1.49365], [-1.14653, -5.85789, -1.97990], [-0.65470, -4.73564, -1.33930], [2.11019, -2.40208, -0.63730], [2.77647, -1.22747, -0.30388], [3.79684, -0.74160, -1.10039], [4.16064, -1.41286, -2.25681], [3.49334, -2.57267, -2.60944], [2.48207, -3.06474, -1.79953], [-0.89983, -2.33054, 2.28838], [0.45436, -4.21027, 3.53501], [1.95092, -4.54249, 5.46037], [4.37569, -4.12177, 5.22999], [5.28908, -3.39955, 3.05011], [3.79514, -3.10087, 1.13289], [1.06304, -6.22103, 1.14804], [0.17960, -8.23261, 0.02245], [-1.23011, -7.99974, -1.99122], [-1.76920, -5.75060, -2.85823], [-0.89534, -3.75001, -1.71821], [2.48683, -0.69177, 0.59051], [4.32359, 0.15891, -0.81266], [4.96999, -1.04254, -2.87410], [3.77175, -3.10368, -3.51083], [1.98029, -3.98620, -2.07039], [-6.79409, -0.80063, 4.01558], [-5.69435, -0.83783, 3.66367], [-4.45133, -0.96325, 3.38751], [-3.62346, -0.62369, 2.52946], [-2.70235, -0.35341, 1.84370]],
  "lowdin_charge": [1.1864, -0.0936, -0.0916, -0.0972, -0.3361, -0.0742, -0.0730, 1.0876, -0.3505, -0.0946, -0.0897, -0.0935, -0.0814, -0.1006, -0.2947, -0.0865, -0.0832, -0.0427, -0.2031, -0.0771, -0.0880, -0.1200, -0.2054, -0.2052, 0.0967, 0.0976, 0.1010, 0.0810, 0.1055, 0.1014, 0.1004, 0.0957, 0.1018, 0.1092, 0.1000, 0.0966, 0.1064, 0.1042, 0.0996, 0.0599, 0.6304, -0.6868, -0.1262, -0.5830, 0.7045, -0.4095, -0.2029, -0.1510, -0.1674, -0.2376, -0.0709, 0.1014, 0.1413, 0.1130, -0.0289, -0.1842, -0.0714, -0.3355, 0.0269, 0.0948, 0.0646, 0.0960, 0.0870, 0.0796, 0.0874, 0.1416, -0.2931, 0.9649, -0.2650, -0.1188, -0.0990, -0.1076, -0.0961, -0.1090, -0.2675, -0.1086, -0.1006, -0.1031, -0.0878, -0.1119, -0.2889, -0.1280, -0.0950, -0.0994, -0.0978, -0.1011, -0.0274, 0.0993, 0.0975, 0.0940, 0.0971, 0.0860, 0.0920, 0.0959, 0.0951, 0.1006, 0.0931, 0.1043, 0.0847, 0.0954, 0.0967, 0.0946, 0.0580, -0.4414, 0.0859, -0.3007, -0.0500]
}



The calculation returns the following max |F| values, one per record and in order: 2.31, 3.09 eV/A.